(1)
Below is 6 unconnected molecules or ions with the total composition C14H42N6O8, with properties calculated with ωB97M-V/def2-TZVPD.

```
70
Properties=species:S:1:pos:R:3:lowdin_charge:R:1
C -0.14 3.29 3.35 -0.8177
O -0.57 4.02 2.46 -0.0084
N 0.47 3.73 4.41 0.1728
N -0.40 2.05 3.30 0.1936
H 0.64 4.73 4.36 0.1219
H 0.67 3.07 5.15 0.1132
H -0.07 1.38 3.99 0.1186
H -1.03 1.78 2.56 0.0826
C -4.53 2.07 2.64 -0.7560
O -4.87 0.98 2.20 0.0214
N -5.10 2.67 3.63 0.1749
N -3.39 2.59 2.25 0.1792
H -4.71 3.54 3.95 0.1144
H -5.86 2.22 4.13 0.1253
H -2.79 2.14 1.57 0.0666
H -3.29 3.56 2.51 0.1066
C 0.27 -1.53 2.40 -0.0833
O 1.44 -0.84 2.93 -0.1806
C 2.39 -0.55 1.90 -0.2026
C 2.02 0.64 1.01 -0.2329
N 2.94 1.05 -0.02 -0.0434
C 3.05 -0.11 -0.96 -0.1769
C 3.84 0.47 -2.20 -0.1612
O 2.92 1.35 -2.92 -0.2250
C 3.48 2.04 -3.98 -0.1292
H -0.29 -1.85 3.28 0.0924
H 0.51 -2.43 1.83 0.0660
H -0.37 -0.97 1.71 0.0593
H 2.51 -1.44 1.28 0.1080
H 3.38 -0.29 2.26 0.1237
H 1.88 1.58 1.56 0.1192
H 1.08 0.39 0.53 0.0901
H 2.53 1.80 -0.55 0.1014
H 2.12 -0.63 -1.19 0.0818
H 3.81 -0.82 -0.63 0.1152
H 4.29 -0.34 -2.77 0.1036
H 4.62 1.09 -1.77 0.1158
H 3.49 1.40 -4.87 0.0880
H 4.39 2.57 -3.70 0.0894
H 2.84 2.90 -4.19 0.0869
C 2.66 -2.51 -3.62 -0.1041
O 1.62 -1.86 -2.91 -0.2316
C 0.74 -0.95 -3.58 -0.1707
C -0.02 -0.03 -2.57 -0.1250
N -0.64 -0.75 -1.41 -0.0767
C -1.60 -1.72 -1.81 -0.2113
C -2.01 -2.57 -0.61 -0.2301
O -0.95 -3.35 -0.06 -0.1974
C -1.42 -4.21 1.02 -0.0806
H 3.40 -2.96 -2.97 0.0925
H 3.16 -1.88 -4.35 0.0823
H 2.21 -3.32 -4.18 0.0839
H 0.11 -1.47 -4.31 0.1172
H 1.40 -0.30 -4.16 0.1027
H -0.86 0.50 -3.01 0.1251
H 0.62 0.75 -2.16 0.1006
H 0.08 -1.28 -0.95 0.0947
H -1.11 -2.46 -2.44 0.1133
H -2.44 -1.38 -2.42 0.1327
H -2.87 -3.18 -0.88 0.1247
H -2.37 -1.84 0.11 0.0972
H -1.99 -3.63 1.75 0.0913
H -0.49 -4.59 1.43 0.0834
H -1.92 -5.11 0.64 0.0851
O -4.49 -0.14 -0.58 -0.0455
H -4.65 -1.02 -0.24 0.0425
H -4.33 0.39 0.20 -0.0158
O -1.87 0.68 0.58 -0.0694
H -1.38 0.13 -0.03 -0.0272
H -2.74 0.76 0.17 0.0016
```

Computed properties:
Kohn-Sham gap, Eh: 0.3486
ΔE to the lowest compared entry with this formula, charge and spin, kJ/mol: 0.00

---

(2)
Below is a molecular structure, C14H43FeO8, with properties calculated with ωB97M-V/def2-TZVPD.

```
66
Properties=species:S:1:pos:R:3:lowdin_charge:R:1
Fe 0.06 -15.39 -9.02 0.6896
O -1.44 -16.46 -8.30 -0.3515
H -1.28 -16.84 -7.42 -0.0096
C 0.23 -13.44 -5.42 -0.0753
C -0.59 -14.10 -6.49 -0.3730
O -0.09 -13.72 -7.70 -0.1591
H 1.26 -13.78 -5.46 0.0796
H -0.11 -13.70 -4.42 0.0816
H 0.16 -12.35 -5.53 0.0790
H -1.63 -13.80 -6.31 0.1175
H -0.52 -15.18 -6.34 0.0837
H -0.10 -12.76 -7.71 0.1087
C 1.44 -17.53 -5.65 -0.0819
C 1.63 -17.70 -7.16 -0.2481
O 1.40 -16.44 -7.81 -0.2014
H 1.33 -18.55 -5.27 0.0770
H 0.53 -17.00 -5.38 0.0539
H 2.21 -17.04 -5.07 0.0754
H 0.84 -18.40 -7.42 0.1114
H 2.61 -18.09 -7.40 0.1220
H 2.24 -16.00 -7.74 0.0705
C -0.19 -17.13 -12.78 -0.0637
C 0.96 -17.07 -11.75 -0.2823
O 0.41 -17.06 -10.46 -0.1730
H 0.18 -16.74 -13.73 0.0689
H -0.96 -16.44 -12.46 0.0601
H -0.66 -18.09 -12.97 0.0672
H 1.63 -16.21 -11.80 0.1002
H 1.60 -17.94 -11.86 0.1110
H -0.14 -17.84 -10.34 0.0458
C -2.21 -20.55 -10.90 -0.0682
C -2.57 -19.36 -9.98 -0.2821
O -1.35 -18.81 -9.49 -0.1309
H -2.01 -21.40 -10.25 0.0760
H -1.39 -20.22 -11.53 0.0608
H -3.00 -20.69 -11.64 0.0701
H -3.25 -19.59 -9.16 0.1124
H -3.05 -18.59 -10.59 0.1095
H -1.54 -17.95 -9.12 -0.0019
C -2.74 -12.55 -10.43 -0.0959
C -2.37 -13.91 -10.00 -0.3412
O -1.14 -14.34 -10.55 -0.1458
H -3.00 -12.55 -11.49 0.0811
H -1.99 -11.77 -10.35 0.0821
H -3.62 -12.25 -9.86 0.0853
H -3.16 -14.55 -10.37 0.1247
H -2.32 -13.91 -8.91 0.0933
H -1.01 -13.95 -11.42 0.1010
C -5.98 -15.86 -6.91 -0.0961
C -4.60 -15.48 -7.36 -0.2918
O -4.02 -16.72 -7.79 -0.1174
H -6.09 -16.33 -5.94 0.0745
H -6.50 -16.50 -7.62 0.0839
H -6.56 -14.95 -6.76 0.0714
H -4.07 -14.95 -6.57 0.1097
H -4.69 -14.82 -8.23 0.0975
H -3.09 -16.64 -7.98 -0.0025
C -2.02 -18.60 -4.06 -0.0799
C -2.48 -18.19 -5.41 -0.3431
O -3.87 -18.44 -5.56 -0.0779
H -2.51 -18.10 -3.22 0.0806
H -0.97 -18.35 -3.95 0.0556
H -2.14 -19.68 -3.96 0.0837
H -1.94 -18.77 -6.16 0.1101
H -2.34 -17.13 -5.65 0.0952
H -4.18 -17.97 -6.34 0.0317
```

Computed properties:
2S+1: 6
Kohn-Sham gap (alpha / beta), Eh: 0.1417 / 0.3225
ΔE to the lowest compared entry with this formula, charge and spin, kJ/mol: 0.00
<S²>: 8.756

---

(3)
Below is a molecular structure, C14H43N8O6P2S2, with properties calculated with ωB97M-V/def2-TZVPD.

```
75
Properties=species:S:1:pos:R:3:lowdin_charge:R:1
N 0.68 -5.86 -0.94 -0.0264
C 0.95 -7.30 -0.70 -0.3087
C 2.44 -7.61 -0.30 -0.2307
S 3.43 -8.52 -1.56 0.5724
O 3.70 -9.88 -0.99 -0.4102
O 4.76 -7.79 -1.65 -0.4553
N 2.69 -8.60 -3.06 -0.3795
S 3.10 -7.25 -3.98 0.5946
O 2.54 -7.37 -5.37 -0.4468
O 2.58 -6.03 -3.26 -0.4554
H 1.43 -5.28 -0.61 0.0449
H 0.46 -5.69 -1.91 0.0418
H 0.32 -7.59 0.19 0.0906
H 0.57 -7.92 -1.55 0.1043
H 2.95 -6.64 -0.05 0.0969
H 2.45 -8.24 0.63 0.0914
H 4.47 -7.08 -4.09 0.0671
O 0.72 -2.55 -1.34 -0.2895
P -0.36 -1.76 -2.08 0.7645
N 0.73 -0.97 -3.14 -0.3598
C 1.32 0.34 -3.10 -0.1354
C 1.29 -1.79 -4.21 -0.1215
N -0.82 -0.84 -0.69 -0.3243
C -0.69 0.58 -0.50 -0.1494
C -0.59 -1.49 0.61 -0.1455
N -1.72 -1.05 -2.94 -0.3074
C -1.73 -0.06 -3.99 -0.1247
C -3.03 -1.19 -2.32 -0.1442
H 1.09 0.89 -4.03 0.0744
H 2.41 0.29 -3.00 0.0851
H 0.97 0.97 -2.30 0.0456
H 0.51 -2.05 -4.94 0.0705
H 1.70 -2.73 -3.82 0.0772
H 2.09 -1.29 -4.75 0.0785
H 0.34 0.87 -0.26 0.0798
H -1.32 0.93 0.32 0.0682
H -1.03 1.15 -1.37 0.0675
H 0.46 -1.39 0.92 0.0797
H -0.84 -2.55 0.57 0.0711
H -1.21 -1.04 1.39 0.0743
H -1.52 0.94 -3.61 0.0773
H -2.71 -0.02 -4.48 0.0781
H -1.04 -0.30 -4.80 0.0730
H -3.27 -0.33 -1.69 0.0789
H -3.07 -2.09 -1.70 0.0754
H -3.83 -1.30 -3.06 0.0728
O -1.01 3.55 1.29 -0.2984
P -0.46 4.60 2.27 0.7581
N -0.36 3.52 3.59 -0.3598
C -1.24 3.30 4.72 -0.1289
C 0.73 2.55 3.55 -0.1252
N -1.89 5.57 2.22 -0.3268
C -2.80 5.84 3.32 -0.1452
C -2.68 5.49 0.99 -0.1464
N 0.31 5.85 3.22 -0.3069
C 0.67 5.87 4.62 -0.1187
C 0.31 7.20 2.65 -0.1409
H -0.70 3.43 5.66 0.0778
H -1.64 2.27 4.70 0.0879
H -2.09 3.96 4.76 0.0459
H 1.70 3.05 3.68 0.0708
H 0.75 2.02 2.59 0.0685
H 0.64 1.80 4.34 0.0824
H -3.47 4.99 3.50 0.0839
H -3.42 6.71 3.10 0.0802
H -2.27 6.10 4.24 0.0659
H -3.32 4.60 0.98 0.0825
H -2.04 5.47 0.11 0.0695
H -3.33 6.37 0.88 0.0769
H -0.21 6.00 5.26 0.0793
H 1.35 6.69 4.85 0.0811
H 1.20 4.97 4.93 0.0747
H -0.55 7.78 3.00 0.0805
H 0.27 7.16 1.56 0.0748
H 1.22 7.75 2.91 0.0755
```

Computed properties:
Charge: -1
Kohn-Sham gap, Eh: 0.2188

---

(4)
Below is 6 unconnected molecules or ions with the total composition C14H44N7O6, with properties calculated with ωB97M-V/def2-TZVPD.

```
71
Properties=species:S:1:pos:R:3:lowdin_charge:R:1
O 11.98 -18.12 3.21 0.1999
H 12.32 -17.57 3.92 0.0615
H 12.05 -17.63 2.39 0.0420
H 12.33 -19.01 3.15 0.0632
C 13.84 -20.45 5.54 -0.8958
O 12.92 -20.07 4.85 -0.0057
N 14.29 -19.77 6.54 0.1246
N 14.20 -21.69 5.63 0.1257
H 13.94 -18.83 6.67 0.0545
H 14.99 -20.20 7.13 0.0303
H 13.80 -22.34 4.98 0.1003
H 14.99 -21.85 6.24 0.0461
C 8.61 -17.37 0.28 -0.7913
O 9.36 -17.30 1.24 0.0198
N 7.72 -18.27 0.05 0.1917
N 8.73 -16.50 -0.68 0.1573
H 7.82 -19.07 0.65 0.1000
H 7.48 -18.33 -0.93 0.1187
H 9.23 -15.63 -0.55 0.1153
H 8.17 -16.56 -1.51 0.1044
C 12.61 -21.36 -0.57 -0.0323
C 11.90 -20.48 0.53 -0.4512
C 10.50 -20.85 0.82 -0.2455
O 9.72 -20.72 -0.33 -0.1832
C 8.47 -21.49 -0.24 -0.0783
N 12.67 -20.50 1.69 0.0622
H 13.65 -21.14 -0.77 0.0721
H 12.02 -21.29 -1.48 0.0660
H 12.47 -22.39 -0.27 0.0738
H 11.83 -19.48 0.10 0.1239
H 9.99 -20.24 1.57 0.1261
H 10.43 -21.85 1.25 0.1294
H 7.81 -21.22 -1.06 0.0838
H 7.98 -21.19 0.69 0.0709
H 8.44 -22.57 -0.13 0.0865
H 12.71 -21.44 2.05 0.0933
H 13.60 -20.11 1.59 0.0490
C 15.47 -16.57 5.56 -0.0851
C 14.44 -15.51 5.02 -0.4210
C 14.80 -14.61 3.81 -0.1628
O 13.75 -13.67 3.44 -0.2000
C 13.94 -12.95 2.20 -0.0864
N 13.25 -16.25 4.79 0.0181
H 15.79 -17.09 4.65 0.0593
H 15.17 -17.27 6.33 0.0371
H 16.40 -16.07 5.84 0.0657
H 14.23 -14.83 5.85 0.1268
H 15.06 -15.29 3.01 0.0880
H 15.63 -13.95 4.05 0.1269
H 13.94 -13.57 1.31 0.0508
H 14.94 -12.52 2.13 0.0840
H 13.12 -12.24 2.06 0.0913
H 12.52 -15.55 4.86 0.0918
H 12.95 -16.80 5.58 0.0593
C 13.99 -16.05 -0.70 -0.0592
C 13.68 -17.02 0.42 -0.3938
C 15.08 -17.47 1.02 -0.1393
O 14.81 -18.53 1.94 -0.2359
C 15.78 -19.49 2.22 -0.1689
N 12.82 -16.47 1.44 0.0751
H 14.59 -15.26 -0.24 0.0744
H 13.03 -15.68 -1.04 0.0788
H 14.46 -16.45 -1.60 0.0867
H 13.11 -17.86 0.03 0.1199
H 15.53 -16.66 1.58 0.1038
H 15.77 -17.71 0.21 0.1262
H 16.18 -20.05 1.38 0.0864
H 15.37 -20.30 2.82 0.0685
H 16.56 -19.02 2.83 0.0744
H 13.35 -16.05 2.19 0.0564
H 12.38 -15.66 1.03 0.0938
```

Computed properties:
2S+1: 2
Kohn-Sham gap (alpha / beta), Eh: 0.0686 / 0.3402
ΔE to the lowest compared entry with this formula, charge and spin, kJ/mol: 0.00
<S²>: 0.750